#w
Density functional theory data (ωB97M-V with the def2-TZVPD basis set) for an isolated molecule of C5H8N2.

Its total charge is 0. For the HOMO energy, the calculation gives -7.263 eV. The LUMO energy comes out at 0.020 Ha. The HOMO-LUMO gap comes out at 7.80 eV.

Element x y z (Å)
1 C 0.15 1.19 1.28
2 N -0.22 0.11 0.40
3 C -1.43 -0.76 0.48
4 C -1.32 -1.78 -0.63
5 C -0.24 -1.32 -1.36
6 C 0.42 -0.23 -0.72
7 N 1.53 0.43 -1.13
8 H 0.23 2.15 0.74
9 H -0.62 1.31 2.05
10 H 1.10 1.00 1.80
11 H -1.54 -1.15 1.50
12 H -2.31 -0.15 0.23
13 H 0.12 -1.72 -2.31
14 H 2.11 0.90 -0.45
15 H 2.03 0.02 -1.90

Mulliken population analysis, charges in e, atoms 1 to 2:
1. C -1.0474
2. N 0.1123

=====

#x
Density functional theory data (ωB97M-V with the def2-TZVPD basis set) for an isolated molecule of C5H8N2.

As for the structure (SMILES): CCc1cnc[nH]1. Its total charge is 0. For the HOMO energy, the calculation gives -8.534 eV. The LUMO energy comes out at 0.031 Ha. The HOMO-LUMO gap comes out at 9.36 eV.

Element x y z (Å)
1 C 1.64 -1.05 -0.36
2 C 0.78 -0.65 0.89
3 C -0.46 0.05 0.39
4 C -1.54 0.54 1.04
5 N -2.15 1.54 0.30
6 C -1.59 1.46 -0.87
7 N -0.53 0.61 -0.87
8 H 1.20 -1.95 -0.78
9 H 1.85 -0.31 -1.12
10 H 2.54 -1.43 0.10
11 H 1.44 0.00 1.45
12 H 0.64 -1.59 1.40
13 H -2.04 0.36 1.98
14 H -1.73 1.97 -1.81
15 H -0.06 0.45 -1.74

Mulliken population analysis, charges in e, atoms 1 to 2:
1. C -1.1975
2. C -0.2567

=====

#y
Density functional theory data (ωB97M-V with the def2-TZVPD basis set) for an isolated molecule of C5H8N2.

As for the structure (SMILES): C[C@@]1(CC#N)CN1. Its total charge is 0. For the HOMO energy, the calculation gives -9.965 eV. The LUMO energy comes out at 0.028 Ha. The HOMO-LUMO gap comes out at 10.73 eV.

Element x y z (Å)
1 C 1.16 -0.84 0.26
2 C -0.05 -0.13 -0.29
3 C -1.06 0.46 0.74
4 C -0.81 0.35 2.17
5 N -0.55 0.77 3.21
6 C 0.08 0.60 -1.57
7 N -0.65 -0.66 -1.52
8 H 1.66 -0.24 1.03
9 H 0.88 -1.80 0.72
10 H 1.89 -1.05 -0.53
11 H -2.09 0.29 0.41
12 H -0.91 1.55 1.07
13 H 1.06 0.64 -2.04
14 H -0.54 1.48 -1.76
15 H -0.08 -1.42 -1.90

Mulliken population analysis, charges in e, atoms 1 to 2:
1. C -1.4821
2. C 1.2484

=====

Most favorable structure: #x. The second most favorable one is 1.710 eV above it.

=====

#w
Density functional theory data (ωB97M-V with the def2-TZVPD basis set) for C6H7ClO as an isolated structure.

Its total charge is 0. For the HOMO energy, the calculation gives -8.635 eV. The LUMO energy comes out at 0.008 Ha. The HOMO-LUMO gap comes out at 8.86 eV.

Element x y z (Å)
1 C -1.49 0.74 -0.75
2 C -0.66 1.55 0.14
3 C -1.19 -0.57 -0.89
4 C 0.56 1.27 0.63
5 C -0.17 -1.37 -0.19
6 C 1.20 -0.03 0.42
7 O 1.89 -0.53 1.46
8 Cl 2.36 0.04 -0.97
9 H -2.39 1.25 -0.96
10 H -0.92 2.65 0.14
11 H -1.83 -1.34 -1.37
12 H 1.14 1.77 1.35
13 H -0.59 -1.82 0.62
14 H 0.13 -2.13 -0.86
15 H 1.95 -1.46 1.22

Mulliken population analysis, charges in e, atoms 1 to 2:
1. C -0.5482
2. C -0.1005

=====

#x
Density functional theory data (ωB97M-V with the def2-TZVPD basis set) for an isolated molecule of C6H7ClO.

As for the structure (SMILES): O[C@H]1C=C[C@H](Cl)C=C1. Its total charge is 0. For the HOMO energy, the calculation gives -9.624 eV. The LUMO energy comes out at 0.017 Ha. The HOMO-LUMO gap comes out at 10.09 eV.

Element x y z (Å)
1 C -0.03 0.96 -0.96
2 C -1.23 0.21 -0.42
3 C -1.27 -0.78 0.45
4 C 0.02 -1.24 0.95
5 C 1.22 -0.50 0.68
6 C 1.24 0.48 -0.29
7 H 0.03 2.65 0.02
8 H 0.05 0.86 -2.09
9 H -2.23 0.41 -0.78
10 H -2.31 -1.11 0.73
11 H -0.16 -1.69 2.02
12 H 2.17 -0.75 1.21
13 H 2.09 0.92 -0.72
14 O 0.01 2.40 -0.91
15 Cl 0.39 -2.82 0.09

Mulliken population analysis, charges in e, atoms 1 to 2:
1. C 0.4156
2. C -0.6512

=====

#y
Density functional theory data (ωB97M-V with the def2-TZVPD basis set) for C6H7ClO as an isolated structure.

Its total charge is 0. For the HOMO energy, the calculation gives -9.500 eV. The LUMO energy comes out at 0.036 Ha. The HOMO-LUMO gap comes out at 10.49 eV.

Element x y z (Å)
1 C 0.48 -0.51 0.33
2 C -0.40 0.55 0.97
3 C -0.16 1.55 -0.15
4 C 0.02 0.35 -0.94
5 C -1.56 -0.11 -0.84
6 C -1.75 0.02 0.63
7 H 0.23 -1.65 0.26
8 H -0.36 0.83 2.09
9 H 0.77 2.01 -0.08
10 H -1.00 2.22 -0.19
11 H 0.37 0.36 -1.88
12 H -2.26 0.14 -1.63
13 H -2.35 0.30 1.47
14 O -1.78 -1.25 -0.04
15 Cl 2.29 -0.31 0.01

Mulliken population analysis, charges in e, atoms 1 to 2:
1. C 0.0833
2. C -0.4493

=====

Most favorable structure: #x. The second most favorable one is 1.316 eV above it.

=====

#w
Density functional theory data (ωB97M-V with the def2-TZVPD basis set) for an isolated molecule of C4H4S.

As for the structure (SMILES): C#CCC=S. Its total charge is 0. For the HOMO energy, the calculation gives -8.956 eV. The LUMO energy comes out at -0.024 Ha. The HOMO-LUMO gap comes out at 8.29 eV.

Element x y z (Å)
1 C -1.48 0.23 -0.32
2 C -0.13 0.54 0.25
3 C 0.90 -0.48 0.00
4 C 1.98 -1.07 -0.04
5 H -1.92 1.00 -0.98
6 H 0.45 1.43 -0.11
7 H -0.10 0.64 1.43
8 H 2.97 -1.45 -0.31
9 S -2.66 -0.85 0.08

Mulliken population analysis, charges in e, atoms 1 to 2:
1. C -0.2838
2. C -0.1113

=====

#x
Density functional theory data (ωB97M-V with the def2-TZVPD basis set) for an isolated molecule of C4H4S.

As for the structure (SMILES): S=CC1=CC1. Its total charge is 0. For the HOMO energy, the calculation gives -8.912 eV. The LUMO energy comes out at -0.033 Ha. The HOMO-LUMO gap comes out at 8.02 eV.

Element x y z (Å)
1 C -0.69 -0.41 0.11
2 C 0.05 0.42 -0.60
3 C 0.39 1.34 -1.63
4 C 0.57 -0.38 0.88
5 S 0.97 2.85 -1.40
6 H -1.70 -0.65 0.01
7 H 0.13 0.97 -2.54
8 H 0.94 0.25 1.70
9 H 1.26 -1.19 0.61

Mulliken population analysis, charges in e, atoms 1 to 2:
1. C -0.2902
2. C 0.1826

=====

Most favorable structure: #w. The second most favorable one is 0.692 eV above it.

=====

#w
Density functional theory data (ωB97M-V with the def2-TZVPD basis set) for a 2-piece molecular cluster, C4H6OS overall.

As for the structure (SMILES): C=C=S.C=CO. Its total charge is 0. For the HOMO energy, the calculation gives -8.842 eV. The LUMO energy comes out at -0.007 Ha. The HOMO-LUMO gap comes out at 8.65 eV.

Element x y z (Å)
1 C -2.15 -0.56 -0.78
2 C 2.89 0.48 0.11
3 C 2.25 1.37 0.79
4 C -1.08 -1.16 -0.29
5 O -2.99 0.13 -0.07
6 S 3.64 -0.71 -0.67
7 H -2.70 -0.93 -1.68
8 H -2.70 0.41 0.76
9 H 2.46 1.87 1.64
10 H 1.37 1.63 0.39
11 H -0.56 -0.70 0.57
12 H -0.43 -1.85 -0.77

Mulliken population analysis, charges in e, atoms 1 to 2:
1. C 0.2932
2. C 0.1731

=====

#x
Density functional theory data (ωB97M-V with the def2-TZVPD basis set) for an isolated molecule of C4H6OS.

As for the structure (SMILES): C[C@H]1OC=CS1. Its total charge is 0. For the HOMO energy, the calculation gives -8.027 eV. The LUMO energy comes out at 0.033 Ha. The HOMO-LUMO gap comes out at 8.92 eV.

Element x y z (Å)
1 C 0.27 -1.44 0.63
2 C 0.02 -0.68 -0.63
3 C -0.91 1.38 -0.08
4 C 0.38 1.70 -0.08
5 H 0.32 -0.77 1.45
6 H 1.22 -1.99 0.50
7 H -0.50 -2.15 0.80
8 H 0.04 -1.38 -1.47
9 H -1.80 2.01 0.18
10 H 0.71 2.69 0.19
11 O -1.17 0.11 -0.66
12 S 1.42 0.52 -0.85

Mulliken population analysis, charges in e, atoms 1 to 2:
1. C -1.1170
2. C 0.1740

=====

#y
Density functional theory data (ωB97M-V with the def2-TZVPD basis set) for an isolated molecule of C4H6OS.

Its total charge is 0. For the HOMO energy, the calculation gives -7.948 eV. The LUMO energy comes out at -0.001 Ha. The HOMO-LUMO gap comes out at 7.91 eV.

Element x y z (Å)
1 C -0.69 0.71 -0.06
2 C -2.02 0.71 0.04
3 C 0.40 -0.38 -0.08
4 C 1.60 0.20 0.49
5 O 2.73 0.06 -0.18
6 S 0.43 2.31 0.05
7 H -2.60 1.60 0.17
8 H -2.50 -0.29 0.13
9 H 0.10 -1.29 0.44
10 H 0.62 -0.67 -1.19
11 H 1.57 0.54 1.50
12 H 2.42 -0.27 -1.07

Mulliken population analysis, charges in e, atoms 1 to 2:
1. C 0.1849
2. C -0.7156

=====

Most favorable structure: #x. The second most favorable one is 1.830 eV above it.

=====

#w
Density functional theory data (ωB97M-V with the def2-TZVPD basis set) for an isolated molecule of C4H6OS.

As for the structure (SMILES): C=CSC(C)=O. Its total charge is 0. For the HOMO energy, the calculation gives -9.027 eV. The LUMO energy comes out at 0.032 Ha. The HOMO-LUMO gap comes out at 9.88 eV.

Element x y z (Å)
1 C 2.93 0.22 0.06
2 C 1.63 0.46 -0.16
3 C -1.13 0.36 0.06
4 C -2.41 -0.50 -0.07
5 O -1.02 1.57 0.02
6 S 0.31 -0.65 0.16
7 H 3.46 1.14 -0.26
8 H 3.47 -0.65 0.40
9 H 1.37 1.31 -0.82
10 H -3.18 -0.15 0.59
11 H -2.67 -0.26 -1.07
12 H -2.33 -1.58 -0.08

Mulliken population analysis, charges in e, atoms 1 to 2:
1. C -0.5031
2. C -0.1089

=====

#x
Density functional theory data (ωB97M-V with the def2-TZVPD basis set) for a 2-piece molecular cluster, C4H6OS overall.

Its total charge is 0. For the HOMO energy, the calculation gives -9.236 eV. The LUMO energy comes out at -0.039 Ha. The HOMO-LUMO gap comes out at 8.16 eV.

Element x y z (Å)
1 C -0.13 -1.04 0.28
2 C 0.68 0.13 -0.65
3 C -0.12 1.32 -0.51
4 C -0.85 2.24 -0.01
5 H -1.65 -2.34 -0.69
6 H -0.39 -0.47 1.27
7 H 0.38 -2.01 0.34
8 H 0.63 -0.39 -1.63
9 H 1.82 0.14 1.31
10 H -1.31 3.05 0.71
11 O -1.51 -0.80 -0.28
12 S 2.44 0.17 -0.15

Mulliken population analysis, charges in e, atoms 1 to 2:
1. C -0.6412
2. C -0.0945

=====

Most favorable structure: #w. The second most favorable one is 7.042 eV above it.

=====

#w
Density functional theory data (ωB97M-V with the def2-TZVPD basis set) for a 2-piece molecular cluster, C4H6OS overall.

As for the structure (SMILES): C#CC(=C)O.S. Its total charge is 0. For the HOMO energy, the calculation gives -9.037 eV. The LUMO energy comes out at 0.022 Ha. The HOMO-LUMO gap comes out at 9.63 eV.

Element x y z (Å)
1 C 0.61 -1.75 -0.02
2 C -0.18 -0.90 -0.39
3 C -1.10 0.31 -2.12
4 C -0.89 0.28 -0.78
5 O -1.27 0.89 0.38
6 S 2.42 0.50 2.34
7 H 1.12 -2.66 0.03
8 H 1.07 0.68 2.06
9 H -0.67 -0.37 -2.75
10 H -1.72 1.10 -2.52
11 H -1.76 1.67 0.09
12 H 2.36 0.25 3.67

Mulliken population analysis, charges in e, atoms 1 to 2:
1. C 0.0072
2. C -0.3306

=====

#x
Density functional theory data (ωB97M-V with the def2-TZVPD basis set) for C4H6OS as an isolated structure.

Its total charge is 0. For the HOMO energy, the calculation gives -8.365 eV. The LUMO energy comes out at 0.014 Ha. The HOMO-LUMO gap comes out at 8.76 eV.

Element x y z (Å)
1 C 1.08 0.80 0.01
2 C 1.19 -0.53 0.09
3 C -0.04 1.77 0.00
4 C 0.36 -1.76 -0.04
5 O 2.46 1.21 0.07
6 S 3.00 -0.42 -0.05
7 H 0.11 2.63 0.50
8 H -0.24 1.94 -0.98
9 H -0.86 1.30 0.39
10 H 0.98 -2.50 -0.53
11 H 0.07 -1.88 1.01
12 H -0.44 -1.44 -0.62

Mulliken population analysis, charges in e, atoms 1 to 2:
1. C 0.1090
2. C 0.6543

=====

Most favorable structure: #x. The second most favorable one is 0.847 eV above it.